Below is a structure of composition C9H10EuNO6 at a distorted geometry, with properties calculated with the ωB97M-V functional and the def2-TZVPD basis.

Its charge is +2. The value obtained for the total energy is -1564.68699 Ha. Its energy above the lowest of the compared OMol25 structures with the same formula, charge and spin is 0.508 eV. The value obtained for the LUMO energy (spin up / spin down) is -9.544 / -9.331 eV. As for the multiplicity: 7.

Cartesian coordinates (Å):
O (0.349, 4.241, -4.608)
C (0.209, 3.263, -5.186)
Eu (0.901, -0.143, -1.546)
O (0.000, 3.462, -1.580)
C (0.163, 2.319, -1.594)
C (-0.357, -0.485, -3.830)
O (-1.077, -1.306, -4.360)
C (2.495, 1.661, -2.768)
O (3.262, 2.436, -3.149)
C (-0.993, 0.765, -3.179)
O (-1.877, 1.485, -3.506)
H (0.844, -0.446, -3.746)
C (-0.640, -1.420, 3.991)
N (0.100, -1.415, 2.727)
C (1.386, -2.102, 2.662)
C (-0.328, -0.784, 1.637)
C (-1.629, -0.044, 1.633)
O (0.418, -0.815, 0.597)
H (-0.076, -2.047, 4.687)
H (-1.647, -1.843, 3.860)
H (-0.735, -0.406, 4.409)
H (1.378, -2.886, 1.892)
H (2.201, -1.393, 2.458)
H (1.542, -2.559, 3.638)
H (-1.450, 1.038, 1.685)
H (-2.174, -0.237, 0.703)
H (-2.267, -0.335, 2.474)